--- w ---
# C56H154N14O14

14 unconnected molecules or ions with the total composition C56H154N14O14 (ωB97M-V/def2-TZVPD, the OMol25 dataset).

Last column: Mulliken charge in e.
Atoms and positions in Å:
C (1.536, 1.639, -1.068)  -1.36
C (2.213, 0.701, -0.162)  0.60
C (1.955, -0.756, -0.595)  -0.86
O (0.532, -1.031, -0.559)  -0.32
C (0.229, -2.390, -0.855)  -0.74
N (3.673, 0.855, -0.343)  -0.72
H (0.505, 1.300, -1.170)  0.30
H (2.066, 1.597, -2.020)  0.34
H (1.676, 2.707, -0.904)  0.35
H (1.912, 0.855, 0.875)  0.28
H (2.396, -1.449, 0.121)  0.38
H (2.455, -1.016, -1.529)  0.42
H (0.711, -3.173, -0.270)  0.29
H (0.606, -2.543, -1.866)  0.32
H (-0.853, -2.479, -0.761)  0.23
H (3.892, 1.620, 0.279)  0.26
H (4.182, 0.042, -0.028)  0.21
C (9.548, 6.011, -3.890)  -1.36
C (8.079, 5.496, -3.597)  0.44
C (7.068, 6.055, -4.640)  -0.69
O (6.902, 7.472, -4.500)  -0.28
C (6.150, 8.098, -5.590)  -0.77
N (8.183, 4.061, -3.604)  -0.74
H (10.047, 5.590, -4.763)  0.34
H (10.103, 5.715, -3.000)  0.38
H (9.623, 7.098, -3.914)  0.35
H (7.753, 5.700, -2.577)  0.32
H (6.073, 5.661, -4.432)  0.32
H (7.468, 5.836, -5.630)  0.31
H (6.598, 7.843, -6.550)  0.32
H (6.103, 9.184, -5.511)  0.25
H (5.172, 7.648, -5.763)  0.31
H (7.397, 3.717, -3.071)  0.25
H (9.026, 3.844, -3.092)  0.25
C (2.713, -3.558, 6.575)  -1.37
C (3.525, -4.889, 6.620)  0.50
C (4.576, -5.013, 7.769)  -0.60
O (5.622, -4.028, 7.642)  -0.31
C (6.633, -4.300, 8.582)  -0.83
N (2.650, -6.050, 6.637)  -0.71
H (2.429, -3.270, 7.587)  0.31
H (1.834, -3.484, 5.935)  0.38
H (3.432, -2.785, 6.303)  0.34
H (4.051, -4.865, 5.665)  0.22
H (4.958, -6.029, 7.674)  0.30
H (4.147, -4.928, 8.768)  0.33
H (7.473, -4.843, 8.150)  0.28
H (6.433, -4.655, 9.593)  0.34
H (7.023, -3.328, 8.886)  0.30
H (3.160, -6.903, 6.816)  0.26
H (2.056, -5.959, 7.449)  0.27
C (-3.347, 13.414, -5.427)  -1.33
C (-3.739, 12.002, -4.853)  0.24
C (-2.812, 10.808, -5.290)  -0.69
O (-3.261, 9.659, -4.684)  -0.21
C (-2.448, 8.569, -5.061)  -0.79
N (-3.769, 12.191, -3.403)  -0.68
H (-3.314, 13.349, -6.515)  0.36
H (-2.350, 13.733, -5.123)  0.34
H (-4.138, 14.089, -5.099)  0.35
H (-4.758, 11.753, -5.150)  0.33
H (-1.765, 11.009, -5.063)  0.36
H (-2.920, 10.725, -6.371)  0.35
H (-2.488, 8.387, -6.135)  0.30
H (-2.797, 7.652, -4.586)  0.25
H (-1.426, 8.692, -4.701)  0.33
H (-2.838, 12.308, -3.027)  0.25
H (-4.128, 11.381, -2.919)  0.25
C (3.335, -13.490, -3.457)  -1.50
C (2.181, -12.447, -3.706)  0.40
C (2.706, -11.058, -4.012)  -0.53
O (3.367, -10.521, -2.872)  -0.34
C (3.907, -9.257, -3.239)  -0.72
N (1.499, -12.946, -4.886)  -0.72
H (3.863, -13.823, -4.350)  0.39
H (2.982, -14.435, -3.043)  0.40
H (4.054, -13.153, -2.710)  0.33
H (1.568, -12.527, -2.809)  0.28
H (1.983, -10.307, -4.330)  0.39
H (3.503, -11.275, -4.723)  0.28
H (4.904, -9.191, -3.675)  0.27
H (3.875, -8.696, -2.305)  0.25
H (3.203, -8.782, -3.923)  0.32
H (0.701, -12.376, -5.127)  0.22
H (1.129, -13.831, -4.570)  0.28
C (9.494, -3.742, 0.235)  -1.42
C (9.113, -3.997, 1.695)  0.36
C (10.186, -4.675, 2.591)  -0.74
O (11.416, -3.917, 2.640)  -0.31
C (12.180, -4.480, 3.708)  -0.76
N (8.826, -2.700, 2.250)  -0.68
H (10.269, -2.996, 0.059)  0.31
H (8.675, -3.210, -0.250)  0.41
H (9.805, -4.614, -0.341)  0.34
H (8.152, -4.509, 1.747)  0.31
H (10.389, -5.654, 2.158)  0.36
H (9.766, -4.948, 3.559)  0.45
H (13.154, -3.990, 3.726)  0.26
H (12.397, -5.539, 3.572)  0.29
H (11.668, -4.254, 4.643)  0.32
H (8.581, -2.927, 3.203)  0.22
H (9.597, -2.054, 2.156)  0.28
C (-7.276, 8.481, 6.306)  -1.27
C (-5.786, 8.843, 5.903)  0.31
C (-5.107, 7.550, 5.470)  -0.67
O (-3.698, 7.552, 5.166)  -0.32
C (-3.161, 6.471, 4.414)  -0.64
N (-5.916, 9.800, 4.851)  -0.72
H (-7.806, 9.284, 6.819)  0.35
H (-7.331, 7.655, 7.014)  0.36
H (-7.918, 8.177, 5.479)  0.33
H (-5.176, 9.238, 6.714)  0.33
H (-5.649, 7.182, 4.599)  0.28
H (-5.252, 6.731, 6.175)  0.34
H (-3.665, 6.369, 3.453)  0.21
H (-3.370, 5.549, 4.955)  0.32
H (-2.079, 6.498, 4.285)  0.25
H (-5.023, 9.938, 4.401)  0.30
H (-6.420, 9.308, 4.127)  0.25
C (-10.719, -4.581, 0.840)  -1.23
C (-9.601, -4.918, -0.152)  0.37
C (-10.024, -4.490, -1.629)  -0.62
O (-11.133, -5.198, -2.088)  -0.31
C (-11.469, -4.857, -3.413)  -0.76
N (-8.359, -4.390, 0.304)  -0.72
H (-11.415, -5.377, 0.574)  0.29
H (-10.948, -3.550, 0.569)  0.30
H (-10.407, -4.625, 1.883)  0.37
H (-9.567, -6.007, -0.163)  0.27
H (-9.151, -4.612, -2.270)  0.35
H (-10.201, -3.415, -1.643)  0.33
H (-10.967, -5.533, -4.105)  0.28
H (-11.399, -3.813, -3.718)  0.32
H (-12.518, -5.119, -3.549)  0.27
H (-7.710, -4.511, -0.461)  0.23
H (-7.945, -4.900, 1.071)  0.27
C (-3.392, -10.027, 2.229)  -1.17
C (-3.908, -10.290, 3.713)  0.19
C (-3.012, -11.205, 4.655)  -0.61
O (-3.547, -11.202, 5.996)  -0.34
C (-3.299, -12.457, 6.627)  -0.74
N (-4.036, -8.970, 4.306)  -0.76
H (-2.446, -9.490, 2.281)  0.31
H (-4.126, -9.474, 1.643)  0.32
H (-3.197, -11.026, 1.838)  0.33
H (-4.900, -10.738, 3.662)  0.31
H (-1.976, -10.866, 4.655)  0.30
H (-3.003, -12.183, 4.174)  0.37
H (-3.958, -13.235, 6.243)  0.28
H (-3.323, -12.495, 7.716)  0.28
H (-2.243, -12.675, 6.463)  0.30
H (-3.068, -8.680, 4.312)  0.28
H (-4.143, -9.048, 5.307)  0.32
C (-0.279, -1.682, -8.170)  -1.38
C (-1.398, -2.425, -8.854)  0.62
C (-2.857, -1.913, -8.490)  -0.69
O (-3.217, -2.091, -7.143)  -0.29
C (-4.465, -1.515, -6.791)  -0.71
N (-1.088, -2.557, -10.288)  -0.67
H (-0.278, -1.691, -7.080)  0.32
H (-0.335, -0.620, -8.412)  0.32
H (0.701, -1.929, -8.578)  0.37
H (-1.375, -3.481, -8.585)  0.12
H (-3.579, -2.459, -9.097)  0.35
H (-2.968, -0.874, -8.801)  0.35
H (-4.458, -1.531, -5.701)  0.23
H (-5.250, -2.184, -7.145)  0.28
H (-4.608, -0.506, -7.177)  0.31
H (-1.287, -1.754, -10.867)  0.22
H (-0.109, -2.775, -10.413)  0.22
C (9.246, 13.381, 0.739)  -1.35
C (9.838, 12.000, 0.748)  0.32
C (8.726, 10.863, 0.773)  -0.66
O (8.017, 10.816, 2.004)  -0.30
C (6.939, 9.861, 2.035)  -0.72
N (10.776, 11.772, -0.380)  -0.70
H (8.737, 13.649, -0.186)  0.31
H (10.020, 14.125, 0.930)  0.36
H (8.542, 13.520, 1.560)  0.35
H (10.393, 11.883, 1.678)  0.29
H (9.338, 9.968, 0.661)  0.39
H (8.180, 11.088, -0.143)  0.30
H (7.363, 8.862, 1.934)  0.30
H (6.192, 9.938, 1.246)  0.31
H (6.339, 9.921, 2.943)  0.26
H (10.148, 11.831, -1.168)  0.27
H (11.453, 12.504, -0.541)  0.27
C (-5.888, -13.715, -4.703)  -1.55
C (-6.635, -12.538, -4.382)  0.80
C (-6.258, -11.310, -5.198)  -0.70
O (-4.852, -10.928, -4.942)  -0.28
C (-4.595, -9.588, -5.251)  -0.74
N (-8.076, -12.810, -4.589)  -0.73
H (-5.900, -13.976, -5.762)  0.37
H (-6.084, -14.660, -4.196)  0.38
H (-4.834, -13.444, -4.650)  0.34
H (-6.460, -12.370, -3.319)  0.14
H (-6.939, -10.499, -4.936)  0.30
H (-6.486, -11.534, -6.240)  0.34
H (-3.584, -9.332, -4.937)  0.25
H (-5.270, -8.934, -4.698)  0.31
H (-4.633, -9.350, -6.314)  0.29
H (-8.308, -13.727, -4.235)  0.24
H (-8.670, -12.158, -4.096)  0.23
C (0.639, 7.782, 10.026)  -1.45
C (1.581, 7.363, 8.886)  0.45
C (1.769, 5.926, 8.642)  -0.72
O (2.759, 5.825, 7.562)  -0.32
C (3.152, 4.504, 7.352)  -0.77
N (1.149, 8.139, 7.790)  -0.75
H (1.025, 7.396, 10.969)  0.38
H (-0.337, 7.348, 9.809)  0.32
H (0.486, 8.860, 10.074)  0.37
H (2.562, 7.763, 9.145)  0.30
H (0.800, 5.529, 8.337)  0.31
H (2.069, 5.325, 9.501)  0.43
H (3.984, 4.431, 6.652)  0.26
H (2.300, 4.015, 6.880)  0.32
H (3.426, 3.904, 8.220)  0.30
H (1.758, 7.755, 7.083)  0.35
H (0.307, 7.670, 7.487)  0.23
C (-8.351, 8.508, -1.447)  -1.38
C (-7.455, 7.506, -0.652)  0.36
C (-7.380, 6.083, -1.213)  -0.67
O (-6.662, 5.318, -0.264)  -0.24
C (-6.412, 3.952, -0.550)  -0.80
N (-6.130, 8.051, -0.390)  -0.68
H (-8.341, 9.422, -0.853)  0.35
H (-9.323, 8.017, -1.409)  0.36
H (-8.051, 8.640, -2.487)  0.33
H (-7.869, 7.418, 0.352)  0.32
H (-6.829, 5.985, -2.148)  0.33
H (-8.393, 5.685, -1.269)  0.36
H (-7.320, 3.399, -0.788)  0.29
H (-6.024, 3.450, 0.336)  0.25
H (-5.596, 3.895, -1.270)  0.31
H (-5.713, 7.349, 0.205)  0.29
H (-5.585, 7.966, -1.237)  0.23

Computed properties:
* HOMO: -9.0 eV
* orbital gap: 9.4 eV
* net charge: 0

---

--- x ---
# C56H154N14O14

14 unconnected molecules or ions with the total composition C56H154N14O14 (ωB97M-V/def2-TZVPD, the OMol25 dataset).

Last column: Mulliken charge in e.
Atoms and positions in Å:
C (-20.215, -15.198, 5.970)  -0.93
C (-19.948, -15.956, 4.670)  1.22
C (-21.190, -16.124, 3.761)  -0.99
O (-21.913, -17.317, 4.134)  0.35
C (-22.785, -17.691, 3.088)  -0.92
N (-18.872, -15.229, 4.015)  -0.76
H (-20.546, -14.168, 5.837)  0.41
H (-19.266, -15.211, 6.508)  0.39
H (-20.963, -15.798, 6.488)  -0.21
H (-19.565, -16.935, 4.957)  -0.33
H (-20.847, -16.433, 2.773)  0.41
H (-21.901, -15.299, 3.718)  0.30
H (-23.334, -16.889, 2.593)  0.51
H (-23.492, -18.393, 3.529)  -0.23
H (-22.274, -18.377, 2.412)  0.43
H (-18.382, -15.781, 3.325)  0.28
H (-19.166, -14.429, 3.473)  0.23
C (-27.390, -19.160, 8.570)  -0.44
C (-27.722, -17.640, 8.562)  0.33
C (-27.615, -17.004, 7.143)  -0.48
O (-28.474, -17.537, 6.134)  0.10
C (-28.695, -16.590, 5.107)  -0.36
N (-29.027, -17.544, 9.185)  -0.71
H (-27.552, -19.809, 9.431)  0.34
H (-26.335, -19.332, 8.357)  0.00
H (-27.984, -19.688, 7.823)  -0.57
H (-27.012, -17.137, 9.219)  0.66
H (-26.615, -17.249, 6.784)  -0.04
H (-27.788, -15.948, 7.352)  0.66
H (-27.832, -15.991, 4.815)  0.37
H (-29.468, -15.885, 5.412)  0.33
H (-29.042, -17.084, 4.199)  -0.40
H (-29.176, -16.605, 9.523)  0.32
H (-29.749, -17.609, 8.480)  0.36
C (-23.227, -30.174, 4.989)  -1.55
C (-24.645, -30.023, 4.452)  1.41
C (-24.692, -29.767, 2.909)  -0.90
O (-24.301, -28.427, 2.507)  -0.33
C (-25.045, -27.283, 2.914)  -0.06
N (-25.302, -31.228, 4.754)  -0.71
H (-22.614, -30.785, 4.326)  0.39
H (-23.092, -30.460, 6.032)  0.45
H (-22.754, -29.194, 5.042)  0.26
H (-25.074, -29.223, 5.054)  -0.42
H (-25.646, -29.899, 2.398)  0.42
H (-24.074, -30.509, 2.404)  0.25
H (-26.036, -27.234, 2.463)  0.40
H (-24.605, -26.363, 2.530)  -0.17
H (-25.077, -27.050, 3.979)  0.02
H (-24.627, -31.962, 4.596)  0.29
H (-26.053, -31.264, 4.080)  0.28
C (-30.003, -19.902, 4.579)  -1.05
C (-30.736, -20.277, 5.817)  0.17
C (-30.253, -21.662, 6.496)  -0.48
O (-30.457, -22.772, 5.576)  -0.43
C (-29.944, -24.001, 6.020)  -0.30
N (-30.604, -19.220, 6.810)  -0.48
H (-30.165, -20.662, 3.815)  0.60
H (-28.920, -19.873, 4.691)  -0.12
H (-30.406, -18.959, 4.209)  0.29
H (-31.786, -20.439, 5.572)  0.38
H (-30.899, -21.769, 7.368)  0.41
H (-29.220, -21.621, 6.841)  0.10
H (-28.862, -24.136, 6.008)  -0.27
H (-30.516, -24.823, 5.590)  0.38
H (-30.174, -24.115, 7.079)  0.44
H (-29.661, -18.857, 6.827)  -0.42
H (-30.821, -19.514, 7.751)  0.44
C (-23.947, -21.477, 1.531)  -1.20
C (-24.731, -22.549, 0.826)  1.13
C (-26.278, -22.409, 1.022)  -0.97
O (-26.731, -22.842, 2.292)  -0.22
C (-27.997, -22.402, 2.624)  -0.54
N (-24.472, -22.615, -0.607)  -0.90
H (-23.943, -21.579, 2.616)  -0.07
H (-24.419, -20.495, 1.486)  0.39
H (-22.902, -21.460, 1.221)  0.57
H (-24.390, -23.530, 1.157)  -0.16
H (-26.775, -23.080, 0.321)  0.48
H (-26.488, -21.352, 0.857)  0.23
H (-28.791, -22.920, 2.086)  0.60
H (-28.121, -21.326, 2.499)  0.14
H (-28.202, -22.601, 3.676)  -0.04
H (-23.478, -22.738, -0.737)  0.31
H (-24.925, -23.404, -1.046)  0.30
C (-30.377, -27.886, 9.272)  -1.51
C (-31.000, -28.227, 7.941)  0.54
C (-29.976, -28.327, 6.823)  -0.85
O (-29.190, -27.191, 6.568)  0.08
C (-28.413, -27.314, 5.419)  -0.97
N (-31.620, -29.523, 8.276)  -0.80
H (-31.042, -28.072, 10.116)  0.42
H (-30.096, -26.835, 9.336)  0.32
H (-29.396, -28.331, 9.437)  0.34
H (-31.764, -27.484, 7.713)  0.31
H (-30.651, -28.561, 6.000)  0.33
H (-29.405, -29.251, 6.908)  0.35
H (-27.584, -27.995, 5.614)  0.45
H (-28.015, -26.316, 5.235)  0.04
H (-29.025, -27.637, 4.577)  0.43
H (-30.877, -30.163, 8.518)  0.30
H (-31.894, -29.886, 7.374)  0.26
C (-19.984, -18.886, 11.307)  -1.14
C (-18.532, -19.235, 10.816)  0.50
C (-18.125, -18.622, 9.396)  -0.95
O (-18.945, -19.223, 8.493)  -0.19
C (-19.238, -18.438, 7.350)  -0.94
N (-17.640, -18.762, 11.829)  -0.76
H (-20.290, -17.891, 10.985)  0.26
H (-20.149, -19.031, 12.375)  0.46
H (-20.734, -19.530, 10.850)  0.09
H (-18.530, -20.322, 10.902)  0.23
H (-17.068, -18.776, 9.182)  0.36
H (-18.260, -17.559, 9.595)  0.46
H (-18.439, -17.955, 6.788)  0.54
H (-19.692, -17.504, 7.680)  0.36
H (-19.900, -19.001, 6.692)  0.09
H (-16.696, -19.013, 11.572)  0.27
H (-17.721, -17.756, 11.805)  0.29
C (-22.871, -26.893, 7.890)  -2.15
C (-23.689, -25.908, 7.100)  2.17
C (-25.003, -25.523, 7.831)  -1.33
O (-25.547, -24.444, 7.204)  0.09
C (-26.703, -23.889, 7.891)  -0.77
N (-22.927, -24.669, 7.047)  1.07
H (-23.373, -27.860, 7.943)  0.48
H (-22.790, -26.670, 8.954)  0.30
H (-21.868, -26.965, 7.471)  0.42
H (-23.932, -26.368, 6.142)  -0.20
H (-24.861, -25.237, 8.873)  0.23
H (-25.727, -26.338, 7.827)  0.38
H (-27.263, -23.230, 7.227)  -0.20
H (-26.428, -23.379, 8.814)  0.27
H (-27.367, -24.747, 7.992)  0.48
H (-22.888, -24.281, 7.979)  -0.03
H (-23.529, -23.990, 6.602)  -0.64
C (-19.901, -24.393, 8.602)  -1.56
C (-20.121, -22.960, 8.294)  1.92
C (-21.075, -22.309, 9.319)  -0.38
O (-22.380, -23.052, 9.332)  -0.42
C (-23.047, -22.565, 10.525)  -1.11
N (-18.785, -22.334, 8.183)  -0.68
H (-20.807, -24.986, 8.722)  0.07
H (-19.285, -24.574, 9.483)  0.46
H (-19.398, -24.874, 7.763)  0.39
H (-20.645, -22.872, 7.343)  -0.71
H (-21.078, -21.220, 9.265)  -0.64
H (-20.613, -22.472, 10.293)  0.78
H (-24.084, -22.882, 10.634)  0.25
H (-23.001, -21.483, 10.396)  0.33
H (-22.600, -23.042, 11.397)  0.43
H (-18.404, -22.476, 7.258)  0.37
H (-18.892, -21.331, 8.225)  0.12
C (-21.899, -25.459, 3.010)  -1.33
C (-20.984, -24.496, 3.703)  0.41
C (-21.537, -23.069, 3.668)  0.34
O (-20.562, -22.180, 4.185)  -0.45
C (-20.761, -20.811, 3.867)  -0.53
N (-20.759, -24.996, 5.089)  -0.66
H (-21.999, -25.349, 1.930)  0.56
H (-22.907, -25.420, 3.423)  -0.16
H (-21.529, -26.472, 3.162)  0.41
H (-20.065, -24.510, 3.117)  0.25
H (-22.468, -22.995, 4.230)  -0.26
H (-21.758, -22.659, 2.683)  0.38
H (-21.772, -20.425, 3.999)  -0.02
H (-20.474, -20.621, 2.832)  0.43
H (-20.060, -20.127, 4.344)  0.31
H (-21.659, -25.123, 5.529)  0.05
H (-20.474, -24.193, 5.631)  0.20
C (-25.471, -20.052, 13.777)  -1.38
C (-25.993, -19.115, 12.678)  0.49
C (-25.074, -18.932, 11.471)  0.53
O (-23.776, -18.338, 11.820)  -0.27
C (-23.789, -16.943, 12.140)  -0.96
N (-27.218, -19.629, 12.135)  -0.56
H (-24.992, -20.973, 13.444)  0.21
H (-26.295, -20.279, 14.454)  0.47
H (-24.768, -19.522, 14.419)  0.30
H (-26.138, -18.113, 13.080)  0.29
H (-25.635, -18.429, 10.683)  -0.42
H (-24.788, -19.903, 11.068)  -0.03
H (-24.479, -16.334, 11.556)  0.37
H (-22.759, -16.592, 12.077)  0.22
H (-24.033, -16.891, 13.201)  0.36
H (-27.886, -19.898, 12.844)  0.25
H (-27.699, -19.014, 11.494)  0.06
C (-22.669, -13.603, 8.232)  -1.49
C (-24.101, -13.491, 8.750)  0.65
C (-24.824, -14.778, 8.290)  -0.34
O (-24.976, -14.919, 6.880)  -0.44
C (-24.058, -15.814, 6.279)  0.44
N (-24.213, -13.416, 10.191)  -0.58
H (-22.206, -14.491, 8.661)  0.26
H (-22.148, -12.711, 8.581)  0.55
H (-22.658, -13.501, 7.147)  0.24
H (-24.614, -12.616, 8.352)  0.24
H (-25.874, -14.720, 8.577)  0.36
H (-24.412, -15.686, 8.731)  -0.09
H (-24.067, -15.647, 5.202)  0.19
H (-24.190, -16.852, 6.585)  -0.31
H (-23.046, -15.621, 6.637)  -0.08
H (-23.637, -12.755, 10.692)  0.21
H (-25.175, -13.213, 10.424)  0.24
C (-25.852, -20.423, 4.817)  -0.91
C (-24.504, -21.117, 5.140)  1.98
C (-24.099, -20.761, 6.628)  -1.16
O (-23.951, -19.351, 6.728)  0.63
C (-23.216, -18.989, 7.947)  -0.24
N (-24.728, -22.561, 4.927)  0.47
H (-26.654, -21.049, 5.208)  -0.21
H (-25.908, -20.556, 3.736)  0.18
H (-25.968, -19.377, 5.099)  0.54
H (-23.706, -20.772, 4.482)  -1.07
H (-23.164, -21.303, 6.772)  0.04
H (-24.677, -21.143, 7.469)  0.19
H (-23.766, -19.383, 8.802)  -0.10
H (-23.127, -17.938, 8.222)  0.04
H (-22.248, -19.484, 8.023)  -0.05
H (-25.489, -22.712, 4.279)  -0.07
H (-25.077, -22.957, 5.788)  -0.72
C (-29.710, -21.734, -0.574)  -0.70
C (-29.596, -20.461, -1.445)  0.33
C (-28.758, -19.307, -0.759)  -0.64
O (-29.373, -18.959, 0.521)  -0.30
C (-28.856, -17.820, 1.124)  -0.65
N (-28.977, -20.791, -2.720)  -0.68
H (-30.165, -21.469, 0.380)  0.31
H (-28.715, -21.960, -0.190)  -0.30
H (-30.207, -22.605, -1.001)  0.42
H (-30.601, -20.050, -1.534)  0.32
H (-28.801, -18.389, -1.345)  0.43
H (-27.699, -19.512, -0.603)  0.26
H (-27.769, -17.828, 1.203)  0.32
H (-29.285, -17.745, 2.123)  -0.11
H (-29.038, -16.904, 0.560)  0.44
H (-28.009, -21.078, -2.698)  0.23
H (-29.028, -19.987, -3.328)  0.28

Computed properties:
* HOMO: -8.4 eV
* orbital gap: 8.9 eV
* net charge: 0

---

Looking at the structures above, x is most stable, and the difference to the next one is 248.0 kJ/mol.